[1]
9
Properties=species:S:1:pos:R:3:forces:R:3:lowdin_charge:R:1 method="wB97M-V/def2-TZVPD" molar_mass_da=91.06 multiplicity=1 smiles=N#C[C@@H](F)CF gap_ev=12.3231 charge=0
F -0.25284 1.60179 -1.70548 -0.113 -0.355 1.368 -0.06
F 1.75831 0.56055 0.73931 2.586 1.106 1.567 0.01
N -0.04501 2.97388 1.37254 0.205 0.517 0.362 0.20
C -0.14198 2.19496 0.54272 -0.122 1.489 1.281 -0.20
C -0.36318 1.14084 -0.33677 4.228 -1.771 -3.353 -0.20
C 0.98209 0.02053 -0.13370 -5.149 -1.253 -2.584 -0.16
H -1.32573 0.78814 -0.26213 -2.027 -1.346 0.337 0.11
H 0.51674 -0.95087 0.37215 1.053 1.684 -1.663 0.15
H 1.39714 -0.05701 -1.25179 -0.661 -0.072 2.684 0.16


[2]
10
Properties=species:S:1:pos:R:3:forces:R:3:lowdin_charge:R:1 method="wB97M-V/def2-TZVPD" molar_mass_da=125.12 multiplicity=1 gap_ev=7.0500 charge=-1
S -1.54015 1.94980 -0.21150 -0.003 1.232 -0.459 0.52
F 0.22377 -1.50138 -1.18281 -0.140 0.324 0.694 -0.07
F 0.26605 -1.69795 1.03156 -0.257 0.617 -0.534 -0.05
O -2.75916 -0.37822 0.13123 0.237 -0.025 -0.543 -0.07
C -1.85195 0.35992 -0.09682 1.060 -2.225 1.420 -0.91
C 0.09572 -0.74003 0.01069 -1.761 0.464 -0.931 -0.43
C 1.17968 0.26853 0.05204 0.742 2.255 -1.309 -0.13
H 1.64390 0.23110 1.00747 0.851 -0.432 0.830 0.04
H 1.94480 0.11133 -0.80698 -1.173 0.314 1.481 0.10
H 0.79734 1.39689 0.06512 0.445 -2.525 -0.650 0.02


[3]
9
Properties=species:S:1:pos:R:3:forces:R:3:lowdin_charge:R:1 method="wB97M-V/def2-TZVPD" molar_mass_da=96.05 multiplicity=1 smiles="C=C(F)C(F)F" gap_ev=10.7041 charge=0
F -2.10650 0.97220 -0.23731 1.826 -3.671 -0.350 -0.04
F 0.02503 1.38504 0.82439 0.355 2.030 2.017 0.11
F -1.36512 -0.85062 1.01909 -1.577 -0.134 -1.519 0.02
C -1.21955 -0.22730 -0.21267 2.201 1.824 0.251 -0.16
C 0.25533 0.33683 0.13513 2.541 -2.493 -3.621 -0.30
C 1.57220 -0.10862 -0.15918 -3.744 6.440 6.515 0.10
H 2.42868 0.26153 0.56053 -1.858 -0.555 -1.964 0.11
H -1.26984 -0.91127 -1.18403 -0.641 1.493 2.406 0.19
H 1.67978 -0.85779 -0.74594 0.896 -4.934 -3.736 -0.04


[4]
11
Properties=species:S:1:pos:R:3:forces:R:3:lowdin_charge:R:1 method="wB97M-V/def2-TZVPD" molar_mass_da=226.98 multiplicity=1 gap_ev="7.8651 / 7.8637" charge=0
I -1.96135 2.24788 0.23592 -0.067 0.318 0.114 0.82
F -2.10193 -2.88776 -0.35180 0.447 0.081 -0.616 0.11
N 0.71218 -0.99284 0.35494 2.292 -2.017 0.327 0.00
N -0.04321 -1.95467 0.18624 -0.867 -0.310 -0.528 0.01
N 0.12815 0.25466 0.28055 0.785 1.612 -1.703 -0.34
C 1.15840 1.16302 -0.30211 2.697 -0.867 1.036 -0.07
C -1.11851 0.37909 0.43267 -1.332 -0.658 -0.008 -0.62
C -1.22600 -2.27768 0.37226 -0.507 0.563 1.529 -0.13
H 0.63951 1.96815 -0.78102 0.133 0.386 -0.345 0.00
H 1.96269 0.59000 -0.95468 -2.400 0.868 0.921 0.12
H 1.85009 1.51014 0.52703 -1.181 0.024 -0.728 0.10


[5]
10
Properties=species:S:1:pos:R:3:forces:R:3:lowdin_charge:R:1 method="wB97M-V/def2-TZVPD" molar_mass_da=102.07 multiplicity=1 gap_ev=8.8124 charge=0
F 0.02248 2.16507 -0.13605 0.115 -2.307 0.305 0.02
O -2.10174 -0.26770 -0.15009 -0.719 4.401 4.562 -0.05
N 1.46174 0.32234 0.05091 -0.189 7.618 -0.938 -0.02
N 1.47942 -0.93130 -0.05113 -0.928 -4.596 -0.662 0.01
C -0.72560 -0.20807 0.03731 -1.111 -0.818 -1.826 -0.33
C 0.18713 0.75710 -0.06940 0.445 5.902 0.979 -0.25
C 0.16316 -1.25976 -0.12698 1.117 -5.150 0.909 -0.10
H 2.18337 1.14446 -0.12374 -1.111 -3.206 0.580 0.24
H -2.55583 0.66130 0.76080 1.832 -4.068 -4.056 0.33
H -0.11414 -2.38344 -0.19163 0.550 2.225 0.145 0.15


[6]
11
Properties=species:S:1:pos:R:3:forces:R:3:lowdin_charge:R:1 method="wB97M-V/def2-TZVPD" molar_mass_da=134.13 multiplicity=1 smiles="Nn1cc(F)c(=S)o1" gap_ev=8.1153 charge=0
S 0.73089 -2.06026 0.87732 -0.311 1.625 0.385 0.67
F -0.58216 -1.34605 -1.86071 0.018 1.834 2.218 0.05
O 0.37165 0.64583 1.02170 -0.060 -0.013 -0.368 -0.02
N 0.06349 1.75602 -0.04374 0.500 -5.398 -2.998 -0.17
N -0.30513 2.85775 0.43766 -1.679 4.353 5.333 0.03
C -0.76981 0.93895 -0.94133 0.550 -0.457 -3.543 0.04
C -0.41964 -0.38362 -0.88809 -0.593 1.980 0.508 -0.28
C 0.21132 -0.52975 0.42773 1.043 -2.927 -0.820 -0.81
H -1.05419 2.75273 1.19728 0.663 0.334 -1.481 0.14
H -1.26880 1.25883 -1.96376 1.113 0.349 2.631 0.17
H 0.45519 3.45062 0.95474 -1.243 -1.682 -1.865 0.17


[7]
11
Properties=species:S:1:pos:R:3:forces:R:3:lowdin_charge:R:1 method="wB97M-V/def2-TZVPD" molar_mass_da=134.13 multiplicity=1 smiles=Nc1oc(S)nc1F gap_ev=8.7565 charge=0
S -2.99908 -0.49365 0.14064 -1.923 2.497 -1.678 0.80
F 1.78367 -2.00645 0.02943 -1.589 1.093 0.364 0.07
O -0.68966 0.52759 -0.04750 0.567 -2.154 0.385 0.00
N 1.49359 1.29558 0.13555 -0.023 0.635 -4.781 0.08
N -0.56013 -1.71098 -0.01913 -0.574 -1.842 0.474 0.17
C -1.31752 -0.69903 -0.03304 -0.528 2.869 -0.396 -0.83
C 0.63326 0.14646 0.04782 1.859 3.032 -0.573 -0.27
C 0.66949 -1.20358 0.09311 2.637 0.162 -0.926 -0.28
H 1.98824 1.32867 0.94253 1.788 0.093 2.767 0.01
H -3.09223 0.94460 -0.59650 0.403 -3.416 1.717 0.05
H 2.09037 1.87078 -0.69290 -2.617 -2.969 2.647 0.19


[8]
10
Properties=species:S:1:pos:R:3:forces:R:3:lowdin_charge:R:1 method="wB97M-V/def2-TZVPD" molar_mass_da=100.08 multiplicity=1 gap_ev=9.1516 charge=+1
F 2.42829 -1.48781 -0.02195 -1.858 0.451 0.599 0.00
N 1.32970 1.77376 0.00287 -0.556 0.624 0.399 0.43
N 0.22869 1.69857 0.06690 2.510 1.817 -0.341 0.06
N 1.38135 -0.57915 0.14954 1.358 0.328 -0.634 0.05
C -0.98521 1.20266 0.00429 -3.402 -4.078 -0.462 -0.02
C 0.20649 -1.05461 0.10078 0.546 -2.633 -0.091 -0.06
C -0.99699 -0.16962 -0.02637 3.308 0.297 0.757 0.09
H -1.78240 -0.82689 -0.21209 -2.156 -0.040 -0.154 0.11
H 0.14566 -2.21643 0.09512 -0.468 2.057 -0.225 0.18
H -1.95559 1.65952 -0.15908 0.719 1.177 0.150 0.16